# 1
{
  "formula": "C4H9N2",
  "method": "the ωB97M-V functional and the def2-TZVPD basis",
  "symbols": ["C", "C", "C", "C", "N", "N", "H", "H", "H", "H", "H", "H", "H", "H", "H"],
  "xyz": [[0.803225, 0.369296, -0.162704], [-0.828781, -0.330413, 0.717273], [2.162389, 0.894324, -0.801123], [-2.072844, -0.998266, 0.088994], [-0.304141, 0.972987, 0.197069], [0.492517, -0.842160, 0.237173], [-0.855917, -0.354034, 1.774964], [1.961920, 1.519093, -1.764813], [2.734395, 0.060842, -0.998892], [2.455598, 1.461172, 0.027797], [-1.953581, -1.028398, -0.987272], [-2.872534, -0.316668, 0.355749], [-2.332932, -1.898128, 0.596259], [-0.570472, 1.871875, 0.012802], [1.181159, -1.381522, 0.706724]],
  "forces_ev_per_a": [[2.40, 1.52, -1.98], [-0.25, -1.01, -0.64], [-4.94, 1.00, -0.74], [1.02, 2.40, 0.44], [0.63, -2.62, 0.08], [-0.45, -0.35, -0.20], [-0.12, 0.24, 1.12], [0.33, -1.06, 1.95], [1.49, -1.61, -0.39], [1.45, 1.27, 0.78], [-0.18, -0.43, -0.07], [-0.43, 0.19, -0.27], [0.27, -0.95, 0.03], [-1.44, 2.51, -0.49], [0.22, -1.10, 0.38]],
  "homo_ev": -15.81,
  "charge": 1,
  "e_above_lowest_kcal_mol": 40.2
}

***

# 2
{
  "formula": "C40H78F2N5O4",
  "method": "the ωB97M-V functional and the def2-TZVPD basis",
  "symbols": ["C", "C", "C", "C", "C", "C", "C", "C", "C", "C", "C", "C", "C", "C", "C", "N", "C", "C", "C", "C", "N", "C", "O", "N", "C", "O", "F", "C", "C", "C", "O", "C", "N", "C", "N", "C", "C", "O", "F", "H", "H", "H", "H", "H", "H", "H", "H", "H", "H", "H", "H", "H", "H", "H", "H", "H", "H", "H", "H", "H", "H", "H", "H", "H", "H", "H", "H", "H", "H", "H", "H", "H", "H", "H", "H", "H", "H", "H", "H", "H", "H", "H", "H", "H", "H", "H", "H", "H", "H", "C", "C", "C", "C", "C", "C", "H", "H", "H", "H", "H", "H", "H", "H", "H", "H", "H", "H", "H", "H", "C", "C", "C", "C", "C", "C", "H", "H", "H", "H", "H", "H", "H", "H", "H", "H", "H", "H", "H", "H"],
  "xyz": [[-4.021784, 0.180520, -3.337361], [-3.113589, 1.064887, -2.942220], [-1.828823, 1.805429, -2.344902], [-0.462153, 0.880103, -2.335403], [0.353845, 1.024455, -3.748823], [-0.558609, 1.350657, -5.031953], [0.442059, 1.602792, -6.313436], [1.308802, 0.303545, -6.721016], [0.525243, -1.104224, -6.627432], [-0.721809, -1.240678, -7.642465], [-1.455718, -2.664376, -7.278576], [-0.854852, -3.907157, -8.122105], [-0.040646, -4.987567, -7.188691], [1.560358, -4.707407, -7.149765], [0.482657, 1.570266, -1.213409], [0.975541, 0.632989, -0.113426], [1.795858, 1.566382, 0.797513], [2.249740, 0.941209, 2.198481], [3.860224, 0.680254, 2.338999], [4.760378, 1.974785, 1.990576], [5.594522, 1.588925, 0.770820], [2.026800, -0.350025, -0.623708], [2.562748, -0.186726, -1.780507], [2.547470, -1.497166, 0.150410], [2.285861, -2.807635, -0.489104], [3.064574, -3.441160, -1.244131], [1.008922, -3.431699, -0.135102], [-0.188139, -0.022120, 0.562095], [-1.152932, 0.918285, 1.433147], [-1.946533, 0.112716, 2.630290], [-2.897368, -0.868085, 2.112759], [-0.967965, -0.452390, 3.781406], [-0.611125, 0.606743, 4.792065], [-1.165783, -0.756262, -0.548341], [-0.848234, -0.470769, -1.949493], [-1.031347, -1.511661, -2.942982], [0.152534, -2.619863, -3.086524], [-0.123013, -3.850799, -2.851263], [1.498323, -2.350245, -3.517095], [-4.917853, -0.552063, -3.428235], [-2.139606, 2.131619, -1.265906], [-1.650957, 2.812269, -2.909028], [0.956742, 0.057998, -4.008157], [1.160077, 1.865602, -3.716976], [-1.173034, 2.336259, -4.954330], [-1.283257, 0.523229, -5.358971], [-0.159001, 2.008881, -7.206302], [1.208900, 2.440171, -6.036996], [2.293337, 0.272328, -6.091816], [1.660608, 0.444538, -7.819692], [1.289174, -1.932613, -6.938769], [0.266122, -1.316812, -5.527901], [-1.496291, -0.397928, -7.482180], [-0.414691, -1.263698, -8.750191], [-1.235117, -2.856738, -6.147277], [-2.610514, -2.579204, -7.363749], [-0.216502, -3.579968, -9.026623], [-1.761965, -4.510312, -8.541028], [-0.470757, -5.036101, -6.110987], [-0.170564, -6.058845, -7.621469], [1.867120, -3.988941, -7.998675], [2.139413, -5.709699, -7.293326], [1.907923, -4.264394, -6.128153], [1.420603, 2.098112, -1.612687], [-0.111635, 2.407850, -0.654123], [1.268265, 2.564441, 1.007926], [2.735123, 1.835481, 0.154672], [1.740289, -0.030106, 2.531160], [2.005560, 1.730500, 3.024642], [4.201304, -0.289445, 1.798982], [4.027669, 0.463788, 3.475777], [5.506975, 2.284719, 2.806787], [4.077154, 2.845754, 1.627071], [6.454233, 2.159401, 0.718200], [5.935517, 0.607814, 0.883351], [2.155566, -1.570383, 1.103368], [0.137366, -0.897208, 1.263722], [-0.669186, 1.820877, 1.949446], [-2.011087, 1.350147, 0.767801], [-2.600603, 0.935828, 3.138733], [-2.391220, -1.657800, 1.802941], [-0.028543, -1.000724, 3.404816], [-1.586504, -1.250966, 4.369166], [0.377902, 0.853706, 4.632053], [-0.782011, 0.238152, 5.740064], [-2.287239, -0.480599, -0.360355], [-1.113009, -1.911866, -0.382334], [-1.976082, -2.133070, -2.644808], [-1.262941, -1.170116, -4.035223], [-0.667778, 8.017473, 0.338747], [-0.543648, 7.208601, 1.621994], [-0.339890, 5.712235, 1.374879], [-1.490346, 5.007103, 0.650084], [-2.856531, 5.112719, 1.332793], [-2.890678, 4.467339, 2.710430], [-1.540360, 7.716247, -0.246344], [-0.777706, 9.079877, 0.572678], [0.223448, 7.899236, -0.284196], [-1.422781, 7.377467, 2.250398], [0.315033, 7.585596, 2.188438], [-0.158045, 5.220003, 2.337024], [0.576298, 5.571278, 0.788355], [-1.230041, 3.946010, 0.539809], [-1.576642, 5.401188, -0.368380], [-3.600010, 4.617462, 0.698132], [-3.167261, 6.159033, 1.408397], [-2.626625, 3.407064, 2.650494], [-3.894878, 4.541646, 3.135496], [-2.201298, 4.956579, 3.403576], [0.130224, -3.508134, 5.504435], [-0.777243, -3.024469, 6.626788], [-0.022331, -2.711224, 7.920764], [0.692862, -3.902576, 8.564435], [-0.203461, -5.095034, 8.907295], [-1.278699, -4.762892, 9.931925], [0.628505, -4.445290, 5.763448], [-0.454822, -3.684560, 4.596710], [0.896367, -2.761540, 5.273294], [-1.562411, -3.763447, 6.809720], [-1.286167, -2.112394, 6.293819], [-0.725042, -2.275597, 8.639158], [0.720732, -1.930693, 7.717764], [1.186087, -3.555263, 9.479692], [1.496387, -4.246654, 7.904195], [0.425621, -5.896184, 9.310434], [-0.669008, -5.497702, 8.002091], [-0.831826, -4.400971, 10.862134], [-1.865361, -5.655503, 10.164197], [-1.969479, -4.000820, 9.561160]],
  "forces_ev_per_a": [[4.37, 4.53, 2.91], [-3.54, -5.16, -1.60], [-1.33, 0.67, -0.41], [-0.10, 1.62, -0.28], [-0.29, -0.42, -1.04], [0.69, 0.78, -1.45], [0.37, 0.08, 0.54], [0.25, 0.03, -0.45], [1.13, 0.16, -1.03], [-0.76, -0.81, 1.17], [0.51, 0.43, 0.30], [-0.95, -1.24, 0.64], [0.45, -0.18, -0.44], [0.14, -0.31, 0.40], [-0.48, 1.36, -0.39], [0.71, 0.51, 0.61], [1.85, 0.95, 1.05], [1.18, 0.38, 1.02], [-0.21, 0.16, 1.57], [0.41, -0.70, -1.46], [0.13, -0.42, 0.80], [3.74, -1.26, -6.30], [-3.45, -0.20, 6.23], [-2.98, -0.08, -0.23], [2.71, -3.94, -3.60], [-4.45, 3.89, 4.42], [2.96, 2.18, -0.30], [-2.95, -1.92, 0.94], [-0.98, 0.47, 0.36], [0.22, 1.07, 0.19], [1.96, 0.19, 0.19], [-1.22, -0.93, 0.80], [0.33, -0.91, -1.22], [-1.04, -0.91, 0.18], [1.88, -0.16, -0.42], [-0.59, -1.12, -0.95], [-0.95, -6.22, 0.85], [1.72, 6.81, -1.33], [-3.10, 0.27, 0.98], [2.12, 1.89, -0.03], [0.61, -0.79, -1.83], [-0.32, -1.89, 0.94], [-1.13, 1.65, 0.84], [-1.57, -1.38, 0.31], [1.04, -1.80, 0.21], [1.02, 1.11, 0.85], [0.79, -0.80, 1.39], [-1.43, -1.35, -0.43], [-1.85, -0.07, -0.98], [-0.58, -0.23, 1.83], [-1.34, 1.43, 0.70], [0.04, 0.28, -1.79], [1.34, -1.16, -0.31], [-0.26, 0.23, 1.77], [-0.48, 0.24, -1.91], [2.02, -0.18, -0.13], [-0.95, -0.42, 1.55], [1.60, 1.17, 0.55], [0.64, 0.27, -1.87], [0.06, 1.93, 0.60], [-0.44, -1.15, 1.35], [-1.00, 1.86, 0.25], [-0.65, -0.68, -1.87], [-1.49, -1.12, 0.29], [1.02, -1.73, -0.81], [0.29, -1.81, -0.67], [-1.58, -0.56, 1.20], [0.39, 1.48, -0.72], [0.26, -1.43, -1.57], [-0.54, 1.91, 0.60], [-0.41, 0.24, -2.01], [-1.76, -0.35, -0.73], [1.26, -1.28, 1.09], [-0.77, -0.28, 0.03], [-0.41, 1.16, -0.05], [0.17, 0.27, -0.53], [-0.06, 1.83, -1.36], [-0.34, -1.38, -0.73], [1.71, -0.76, 1.04], [1.20, -1.59, -0.90], [-0.62, 0.79, 0.42], [-1.38, 0.73, 0.23], [1.03, 1.28, -1.37], [-0.83, -0.11, 0.76], [0.54, 0.43, -0.76], [2.03, -0.23, 0.12], [0.11, 2.05, -0.39], [1.98, 0.83, -0.57], [0.54, -0.09, 2.17], [-0.09, 0.13, 0.03], [0.17, -0.03, -0.04], [0.01, -0.10, 0.15], [-0.08, 0.25, -0.12], [0.04, -0.19, -0.09], [-0.12, 0.14, 0.09], [0.06, 0.04, 0.00], [0.02, -0.10, -0.10], [-0.07, 0.01, 0.00], [0.03, -0.07, 0.00], [-0.11, -0.07, 0.01], [-0.03, -0.01, -0.02], [0.00, 0.06, -0.01], [-0.04, -0.09, 0.03], [0.04, -0.02, 0.04], [0.04, 0.10, 0.00], [0.07, -0.05, -0.06], [0.02, 0.02, 0.05], [0.12, -0.07, 0.03], [-0.05, -0.09, -0.02], [-0.15, -0.11, -0.13], [0.14, 0.09, 0.08], [-0.13, 0.04, 0.10], [0.09, -0.09, -0.09], [0.12, 0.06, 0.09], [-0.13, -0.11, -0.02], [0.00, 0.09, -0.05], [0.10, -0.04, 0.00], [0.05, -0.04, 0.04], [0.03, 0.05, 0.02], [-0.07, -0.06, 0.10], [0.06, -0.04, -0.03], [-0.02, -0.02, -0.01], [-0.04, -0.03, -0.06], [-0.02, 0.05, 0.03], [-0.03, 0.06, -0.10], [0.04, 0.02, 0.00], [-0.06, 0.01, -0.06], [0.01, 0.12, 0.04], [0.03, -0.04, 0.07]],
  "homo_ev": -11.79,
  "charge": 1
}

***

# 3
{
  "formula": "C16H15BF5N5O2Ru",
  "method": "the ωB97M-V functional and the def2-TZVPD basis",
  "symbols": ["Ru", "C", "N", "C", "C", "N", "N", "C", "N", "N", "H", "H", "H", "H", "H", "H", "H", "H", "H", "H", "H", "F", "C", "C", "C", "F", "C", "F", "C", "F", "C", "F", "O", "B", "O", "C", "C", "C", "C", "C", "C", "H", "H", "H", "H"],
  "xyz": [[-0.440940, -0.003380, 0.307796], [-1.747106, 3.294322, 3.187018], [-2.458190, 2.004830, 3.260857], [-3.477711, 1.844437, 4.310416], [-2.167011, 1.059238, 2.385758], [-1.180239, 1.207458, 1.496468], [-2.941385, -0.069859, 2.394759], [-2.763024, -1.221024, 1.669814], [-3.677848, -2.179042, 1.845628], [-1.731290, -1.348524, 0.894970], [-2.234955, 3.994650, 3.854142], [-1.797872, 3.710196, 2.180262], [-0.706807, 3.188207, 3.498446], [-3.246108, 2.532137, 5.115281], [-3.450634, 0.845161, 4.744157], [-4.476995, 2.074989, 3.938062], [-0.702252, 2.092528, 1.572696], [-3.746238, -0.042946, 2.995440], [-4.513227, -2.039278, 2.386391], [-3.636434, -3.024458, 1.302231], [-1.692126, -2.234404, 0.418836], [-3.578982, -0.355678, -1.512368], [-2.647116, 0.481926, -1.973947], [-1.411324, 0.577806, -1.383435], [-0.524134, 1.483169, -1.884608], [0.643488, 1.494536, -1.155825], [-0.753285, 2.315082, -2.944955], [0.124144, 3.192638, -3.382367], [-2.005023, 2.194314, -3.538260], [-2.309015, 2.960834, -4.556025], [-2.944160, 1.289178, -3.059487], [-4.126657, 1.214212, -3.638681], [2.579017, -0.460001, 1.348058], [1.254671, -0.778176, 1.392797], [0.952974, -1.731354, 2.336757], [2.204688, -2.066506, 2.880359], [2.493460, -2.996247, 3.852669], [3.850983, -3.127316, 4.203649], [4.826359, -2.366419, 3.597083], [4.508431, -1.429641, 2.598566], [3.173191, -1.311902, 2.277723], [1.721374, -3.594579, 4.320187], [4.132599, -3.837321, 4.968632], [5.858773, -2.492609, 3.894938], [5.267285, -0.832365, 2.108131]],
  "forces_ev_per_a": [[-1.81, -0.17, 0.35], [-0.01, 0.00, 0.02], [0.15, 0.17, -0.04], [0.00, -0.05, -0.04], [-0.45, 0.04, 0.29], [0.18, 0.40, 0.72], [0.09, 0.14, -0.04], [-0.01, -0.21, 0.01], [0.07, 0.14, -0.03], [0.09, 0.02, -0.01], [-0.03, 0.01, 0.03], [-0.05, 0.00, 0.00], [0.00, -0.03, 0.04], [0.03, 0.06, 0.02], [0.06, -0.02, -0.02], [0.01, -0.01, -0.06], [0.04, 0.29, 0.03], [-0.13, 0.02, 0.11], [-0.05, 0.01, 0.07], [0.01, -0.07, -0.04], [0.04, -0.36, -0.13], [0.03, -0.04, 0.01], [-0.30, -0.42, 0.11], [1.15, -0.64, 0.01], [0.47, 0.23, -0.09], [0.40, 0.40, 0.09], [0.10, 0.15, -0.08], [0.04, 0.00, 0.01], [-0.09, 0.05, -0.13], [-0.05, 0.07, -0.12], [-0.14, 0.03, -0.05], [-0.03, 0.00, 0.01], [-0.35, 0.13, -0.48], [0.81, -0.53, -0.49], [-0.15, 0.06, -0.26], [-0.40, -0.43, 0.49], [0.36, -0.10, 0.22], [-1.04, -0.19, 0.06], [0.21, 0.68, -0.67], [0.11, -0.16, 0.24], [0.71, 0.34, -0.09], [0.07, 0.04, -0.02], [-0.06, -0.03, -0.02], [-0.02, 0.03, -0.06], [-0.07, -0.04, 0.05]],
  "homo_ev": [-14.12, -14.12],
  "charge": 2,
  "e_above_lowest_kcal_mol": 27.6
}

***

| no. | molecular weight (g/mol) |
| --- | --- |
| 1 | 85.13 |
| 2 | 731.09 |
| 3 | 516.20 |